Entry 1:
{"formula": "H22O11", "method": "ωB97M-V with the def2-TZVPD basis set", "symbols": ["O", "O", "O", "O", "O", "O", "O", "O", "O", "O", "O", "H", "H", "H", "H", "H", "H", "H", "H", "H", "H", "H", "H", "H", "H", "H", "H", "H", "H", "H", "H", "H", "H"], "coordinates": [[-2.90, 2.91, -0.20], [0.87, 0.05, 0.58], [2.10, -2.16, -2.72], [-0.24, 4.22, -0.45], [-2.65, -3.94, 1.45], [3.88, -0.40, 1.25], [0.86, 2.95, 2.10], [-3.16, 0.51, -2.32], [-1.45, 0.28, 2.41], [4.24, -1.79, -0.43], [-1.84, -2.90, -1.85], [-2.18, -3.16, 1.76], [-2.62, 3.21, 0.68], [-2.72, 1.35, -2.45], [-1.01, 0.13, 1.56], [1.24, 2.16, 1.69], [-3.22, 0.14, -3.21], [-2.57, -2.36, -2.15], [0.88, 2.75, 3.04], [-1.08, -2.31, -1.87], [-0.44, 3.67, 0.32], [0.04, 0.35, 0.19], [3.05, 0.01, 0.97], [-0.75, 0.61, 2.98], [0.78, 0.25, 1.52], [0.07, 3.58, -1.11], [-2.30, 3.37, -0.80], [2.99, -2.06, -2.38], [1.61, -2.54, -1.99], [-2.04, -4.67, 1.62], [3.35, -1.41, -0.40], [4.78, -1.17, 0.08], [4.48, 0.34, 1.36]], "homo_lumo_gap_ev": 10.2, "max_force_ev_per_a": 3.26, "lumo_energy_ev": -0.8280, "e_above_lowest_kcal_mol": 85.6, "homo_ev": -10.99, "total_energy_ha": -840.74379, "mol_weight_da": 198.16}

Entry 2:
{"formula": "H22O11", "method": "ωB97M-V with the def2-TZVPD basis set", "symbols": ["O", "O", "O", "O", "O", "O", "O", "O", "O", "O", "O", "H", "H", "H", "H", "H", "H", "H", "H", "H", "H", "H", "H", "H", "H", "H", "H", "H", "H", "H", "H", "H", "H"], "coordinates": [[8.29, -14.65, 5.97], [8.68, -11.49, 6.03], [10.46, -13.16, 7.34], [6.50, -10.22, 3.32], [10.96, -10.19, 9.13], [10.78, -9.49, 6.45], [10.15, -14.34, 3.80], [7.89, -12.44, 3.20], [5.47, -11.57, 6.23], [10.40, -10.82, 4.09], [7.90, -10.40, 8.43], [10.66, -10.12, 5.73], [10.45, -9.98, 3.63], [7.16, -13.00, 2.83], [9.80, -13.28, 8.01], [6.39, -11.49, 6.48], [6.87, -11.11, 3.23], [9.44, -11.92, 6.39], [5.37, -10.86, 5.59], [11.02, -12.48, 7.67], [11.69, -10.81, 9.07], [8.93, -14.05, 5.65], [8.52, -12.16, 2.52], [8.18, -10.49, 7.50], [10.75, -10.02, 8.24], [11.45, -8.86, 6.15], [6.86, -9.83, 2.55], [10.64, -11.47, 3.46], [10.20, -15.18, 3.34], [8.36, -11.10, 8.86], [8.65, -14.88, 6.82], [8.71, -11.56, 5.11], [9.31, -13.94, 3.54]], "homo_lumo_gap_ev": 9.4, "max_force_ev_per_a": 2.72, "lumo_energy_ev": -0.6815, "e_above_lowest_kcal_mol": 52.2, "homo_ev": -10.08, "total_energy_ha": -840.79700, "mol_weight_da": 198.17}

Entry 3:
{"formula": "H22O11", "method": "ωB97M-V with the def2-TZVPD basis set", "symbols": ["O", "O", "O", "O", "O", "O", "O", "O", "O", "O", "O", "H", "H", "H", "H", "H", "H", "H", "H", "H", "H", "H", "H", "H", "H", "H", "H", "H", "H", "H", "H", "H", "H"], "coordinates": [[19.04, 37.24, 8.68], [18.16, 37.20, 11.90], [21.83, 39.22, 13.14], [19.71, 34.38, 9.45], [23.57, 37.41, 8.29], [21.64, 35.49, 7.90], [23.02, 40.07, 10.46], [21.45, 37.66, 10.43], [19.79, 35.13, 12.02], [22.46, 35.55, 12.50], [24.50, 36.62, 11.24], [18.10, 38.26, 11.99], [22.41, 34.77, 12.14], [19.26, 35.20, 9.07], [23.65, 37.30, 9.26], [22.19, 35.52, 13.47], [23.72, 36.46, 11.73], [22.53, 39.28, 10.49], [19.37, 37.16, 7.88], [23.96, 39.65, 10.60], [24.23, 37.38, 7.58], [18.18, 37.76, 8.75], [19.63, 34.43, 10.43], [24.83, 37.56, 11.48], [22.06, 40.17, 12.77], [21.14, 35.02, 8.59], [19.19, 35.75, 11.97], [17.34, 36.88, 12.35], [20.68, 35.40, 12.27], [22.24, 36.08, 8.26], [21.98, 39.48, 13.97], [20.51, 37.49, 10.33], [21.64, 37.63, 11.38]], "homo_lumo_gap_ev": 9.3, "max_force_ev_per_a": 9.93, "lumo_energy_ev": -0.2053, "e_above_lowest_kcal_mol": 89.1, "homo_ev": -9.51, "total_energy_ha": -840.73819, "mol_weight_da": 198.17}

Entry 4:
{"formula": "H22O11", "method": "ωB97M-V with the def2-TZVPD basis set", "symbols": ["O", "O", "O", "O", "O", "O", "O", "O", "O", "O", "O", "H", "H", "H", "H", "H", "H", "H", "H", "H", "H", "H", "H", "H", "H", "H", "H", "H", "H", "H", "H", "H", "H"], "coordinates": [[1.30, 1.94, -1.27], [-1.27, 0.33, 2.69], [-0.13, -0.15, -2.37], [2.02, -2.48, 2.17], [-0.65, -2.73, -2.38], [-1.79, 2.90, 0.09], [2.01, -1.69, -0.77], [0.69, 3.60, 1.94], [-2.27, 0.47, -0.40], [-0.68, -2.91, 0.35], [0.31, 0.20, 0.64], [0.36, 2.88, 1.36], [0.13, -2.49, 0.74], [0.82, 1.50, -0.64], [0.85, -0.48, 0.05], [-1.39, 1.08, 3.36], [-0.41, -2.69, -1.39], [-0.45, -1.80, -2.44], [2.40, -1.90, 2.93], [2.17, 2.48, -1.00], [2.40, -2.56, -1.07], [-3.10, 0.49, -0.12], [-0.46, 0.12, 0.05], [0.54, 0.43, -2.35], [-1.57, -2.68, 0.74], [1.74, 3.41, 2.03], [1.53, -1.34, -1.57], [-0.73, 0.36, -2.91], [-1.87, 3.18, -0.75], [2.27, -2.07, 1.40], [-0.41, 0.41, 2.09], [-2.35, 0.30, -1.31], [-2.00, 1.88, 0.14]], "homo_lumo_gap_ev": 10.2, "max_force_ev_per_a": 6.74, "lumo_energy_ev": -0.3152, "e_above_lowest_kcal_mol": 97.3, "homo_ev": -10.50, "total_energy_ha": -840.72506, "mol_weight_da": 198.17}

Entry 5:
{"formula": "H22O11", "method": "ωB97M-V with the def2-TZVPD basis set", "symbols": ["O", "O", "O", "O", "O", "O", "O", "O", "O", "O", "O", "H", "H", "H", "H", "H", "H", "H", "H", "H", "H", "H", "H", "H", "H", "H", "H", "H", "H", "H", "H", "H", "H"], "coordinates": [[2.85, -1.41, 6.37], [3.97, -3.50, 8.95], [-1.12, -0.39, 7.46], [-1.12, -2.57, 5.06], [-0.41, -4.23, 10.39], [-1.47, -1.45, 9.82], [-0.65, -4.85, 6.60], [0.81, -2.63, 8.17], [-2.61, -2.88, 7.43], [2.00, -3.05, 11.01], [1.91, 0.17, 9.96], [2.42, -1.84, 7.07], [-1.05, -0.66, 8.36], [0.51, -1.86, 8.61], [-1.50, -1.71, 5.20], [-1.96, -0.78, 10.30], [-1.25, -2.98, 5.91], [-2.81, -3.75, 7.12], [3.43, -3.95, 8.31], [-2.01, -1.84, 9.13], [1.13, 0.68, 10.22], [0.27, -4.76, 6.25], [-0.34, -4.78, 9.59], [1.28, -3.61, 10.84], [2.59, -3.07, 10.23], [-3.18, -2.31, 6.91], [4.80, -3.93, 8.93], [-0.22, -0.14, 7.37], [3.75, -1.31, 6.61], [-0.49, -3.34, 10.03], [0.02, -3.07, 7.79], [-1.10, -5.37, 5.97], [2.47, 0.84, 9.74]], "homo_lumo_gap_ev": 9.6, "max_force_ev_per_a": 3.94, "lumo_energy_ev": -0.0544, "e_above_lowest_kcal_mol": 48.6, "homo_ev": -9.61, "total_energy_ha": -840.80270, "mol_weight_da": 198.17}

Entry 6:
{"formula": "H22O11Xe", "method": "ωB97M-V with the def2-TZVPD basis set", "symbols": ["Xe", "O", "O", "O", "O", "O", "O", "O", "O", "O", "O", "O", "H", "H", "H", "H", "H", "H", "H", "H", "H", "H", "H", "H", "H", "H", "H", "H", "H", "H", "H", "H", "H", "H"], "coordinates": [[4.48, -6.20, 6.38], [6.29, -8.14, 3.89], [0.63, -5.27, 4.79], [2.05, -5.07, 8.85], [3.93, -2.92, 4.32], [3.10, -3.03, 7.33], [6.52, -3.15, 5.08], [7.49, -5.50, 3.86], [0.90, -7.30, 6.81], [2.68, -7.68, 9.29], [3.77, -10.19, 8.48], [5.86, -2.50, 7.78], [4.91, -2.58, 7.70], [0.91, -8.20, 6.51], [5.58, -3.20, 4.89], [6.98, -6.30, 3.95], [6.87, -2.60, 4.39], [6.21, -2.88, 6.98], [2.96, -3.88, 7.73], [2.57, -6.75, 9.07], [0.72, -5.75, 5.61], [4.53, -10.19, 7.90], [6.91, -4.80, 4.17], [3.50, -3.53, 3.72], [1.16, -5.21, 9.17], [6.92, -8.77, 4.25], [2.47, -2.45, 7.76], [5.49, -8.64, 3.78], [3.49, -3.05, 5.16], [1.33, -7.33, 7.67], [3.51, -9.26, 8.53], [2.58, -4.98, 9.64], [2.35, -7.75, 10.19], [0.27, -4.42, 5.04]], "homo_lumo_gap_ev": 9.4, "max_force_ev_per_a": 0.94, "lumo_energy_ev": -0.7085, "e_above_lowest_kcal_mol": 10.0, "homo_ev": -10.13, "total_energy_ha": -1170.19085, "mol_weight_da": 329.45}

Entry 7:
{"formula": "H23O11", "method": "ωB97M-V with the def2-TZVPD basis set", "symbols": ["O", "O", "O", "O", "O", "O", "O", "O", "O", "O", "O", "H", "H", "H", "H", "H", "H", "H", "H", "H", "H", "H", "H", "H", "H", "H", "H", "H", "H", "H", "H", "H", "H", "H"], "coordinates": [[-2.98, -1.36, -2.32], [1.74, 1.83, -1.87], [1.43, -0.76, -1.54], [0.40, -0.28, -4.06], [1.38, -1.28, 3.45], [1.47, 1.70, 1.56], [0.30, -3.20, 1.07], [0.26, 2.44, 3.98], [-1.35, -1.88, -0.33], [-1.73, 3.43, 1.32], [-1.51, 0.40, -1.23], [-2.05, 2.52, 1.32], [1.74, -1.32, 2.58], [0.35, 1.68, 4.68], [1.68, -1.72, -1.94], [0.52, -3.44, 1.93], [-3.02, -1.64, -3.19], [2.71, 1.37, -1.90], [1.11, 2.58, 3.75], [-3.84, -1.45, -1.96], [-1.63, 0.66, -2.17], [-0.57, -2.21, -0.85], [0.70, -0.54, -4.89], [-0.74, -3.49, 1.11], [-0.62, 0.65, -1.15], [-1.61, -0.88, -0.91], [-0.92, -1.45, 0.33], [-2.48, 3.96, 1.75], [1.06, 1.56, 2.53], [2.02, -0.66, -0.86], [1.08, -0.72, -3.45], [0.94, 2.27, 1.03], [2.04, 2.75, -1.75], [2.12, -1.51, 3.96]], "charge": 1, "homo_lumo_gap_ev": 10.5, "max_force_ev_per_a": 6.70, "lumo_energy_ev": -3.1796, "e_above_lowest_kcal_mol": 130.8, "homo_ev": -13.72, "total_energy_ha": -841.07379, "mol_weight_da": 199.17}

Entry 8:
{"formula": "H23O12", "method": "ωB97M-V with the def2-TZVPD basis set", "symbols": ["O", "O", "O", "O", "O", "O", "O", "O", "O", "O", "O", "O", "H", "H", "H", "H", "H", "H", "H", "H", "H", "H", "H", "H", "H", "H", "H", "H", "H", "H", "H", "H", "H", "H", "H"], "coordinates": [[-1.65, -0.56, 0.62], [-1.62, -3.96, 1.79], [-1.57, 3.26, -3.46], [0.68, 3.51, 1.67], [-1.52, 1.21, 3.48], [2.20, -4.70, 1.10], [-0.61, 1.72, 0.49], [-1.26, -3.38, -1.92], [1.36, -0.16, -3.47], [1.63, -2.29, 0.48], [1.30, 0.57, -0.86], [2.19, 3.92, -0.52], [-2.60, -0.56, 0.63], [-1.57, 0.30, 3.76], [1.48, -4.30, 0.63], [-1.33, 1.19, 2.53], [-0.65, 3.54, -3.42], [-1.57, -2.98, 1.80], [-1.73, 2.51, -2.90], [0.49, 0.07, -3.80], [-2.46, -3.89, 2.28], [1.31, 3.82, -0.11], [2.66, 3.84, 0.31], [1.40, -0.12, -2.49], [-0.97, 2.31, -0.18], [1.03, -1.81, -0.09], [-1.22, 0.33, 0.36], [1.92, 1.15, -0.41], [0.49, 3.73, 2.58], [-1.86, -3.78, -1.29], [2.92, -4.10, 1.27], [-1.75, -2.60, -2.21], [0.49, 1.15, -0.75], [0.08, 2.74, 1.34], [2.30, -1.68, 0.78]], "charge": -1, "homo_lumo_gap_ev": 9.4, "max_force_ev_per_a": 2.45, "lumo_energy_ev": 2.6170, "e_above_lowest_kcal_mol": 61.7, "homo_ev": -6.81, "total_energy_ha": -916.72411, "mol_weight_da": 215.17}

Entry 9:
{"formula": "H23O12", "method": "ωB97M-V with the def2-TZVPD basis set", "symbols": ["O", "O", "O", "O", "O", "O", "O", "O", "O", "O", "O", "O", "H", "H", "H", "H", "H", "H", "H", "H", "H", "H", "H", "H", "H", "H", "H", "H", "H", "H", "H", "H", "H", "H", "H"], "coordinates": [[0.15, 2.49, -3.31], [4.71, 0.81, -2.15], [-1.87, -1.81, 0.02], [2.12, -0.50, 1.36], [0.07, 1.22, 2.07], [0.10, 1.88, 4.71], [1.64, -4.07, 1.33], [0.82, 0.58, -1.34], [-1.45, 0.77, 0.06], [-4.00, -3.19, 0.83], [0.41, 3.32, 0.02], [-2.69, -1.92, -2.76], [-2.44, -1.49, -0.68], [0.74, -4.29, 1.05], [1.05, 2.66, -0.28], [-1.89, -2.45, -2.62], [0.97, 1.48, 4.60], [1.36, -0.06, 1.79], [4.43, 1.74, -2.15], [1.64, -3.10, 1.34], [4.05, 0.42, -1.56], [1.42, 0.02, -1.82], [0.23, 0.22, -0.65], [0.62, 1.98, 1.86], [1.95, -0.29, 0.44], [1.05, 2.17, -3.28], [-0.45, 1.85, -2.92], [-4.51, -2.38, 0.85], [-1.44, -0.97, 0.32], [-3.12, -2.83, 0.53], [-2.26, -1.10, -2.47], [-2.22, 1.34, 0.15], [-0.36, 2.99, -0.48], [-0.49, 1.04, 1.21], [-0.38, 1.48, 3.96]], "charge": -1, "homo_lumo_gap_ev": 8.8, "max_force_ev_per_a": 1.50, "lumo_energy_ev": 2.2350, "e_above_lowest_kcal_mol": 53.1, "homo_ev": -6.57, "total_energy_ha": -916.73771, "mol_weight_da": 215.17}

Entry 10:
{"formula": "H24Li2O16S", "method": "ωB97M-V with the def2-TZVPD basis set", "symbols": ["S", "O", "O", "O", "O", "O", "O", "O", "O", "O", "O", "O", "O", "O", "O", "O", "O", "Li", "Li", "H", "H", "H", "H", "H", "H", "H", "H", "H", "H", "H", "H", "H", "H", "H", "H", "H", "H", "H", "H", "H", "H", "H", "H"], "coordinates": [[0.00, 0.45, -0.30], [0.49, 1.01, 0.94], [-2.47, -1.47, -1.70], [-0.50, -0.85, 0.10], [1.14, 0.29, -3.88], [1.21, 0.28, -1.10], [-0.38, 0.07, 3.78], [0.16, -2.65, 2.26], [0.74, -2.98, -0.75], [-2.35, 1.04, -3.18], [3.12, 1.60, 0.13], [-3.31, 2.08, -0.22], [2.33, -0.56, 2.32], [-0.50, 3.93, -1.59], [-2.73, -1.88, 1.98], [-1.00, 1.31, -0.99], [3.34, -1.26, -1.17], [0.38, -0.69, 1.90], [0.31, 2.49, 2.12], [2.99, -0.99, 1.79], [-2.40, 1.83, -0.37], [-2.57, -0.55, -1.92], [2.26, 1.36, -0.20], [0.00, -3.48, 2.72], [1.26, 0.56, -2.97], [-2.51, -2.25, 2.84], [0.42, -0.34, -3.86], [2.73, 0.26, 2.59], [-1.86, -1.48, -0.96], [-3.62, 1.46, 0.44], [0.24, 0.79, 3.90], [-1.85, 1.42, -3.90], [3.92, -0.75, -0.59], [-1.20, 0.39, 4.16], [-1.37, 4.25, -1.84], [-2.08, -2.25, 1.38], [-1.80, 1.16, -2.41], [-0.58, 2.97, -1.60], [0.28, -2.35, -0.19], [3.00, 1.70, 1.07], [1.20, -2.44, -1.39], [1.04, -2.76, 1.88], [2.54, -0.74, -1.20]], "homo_lumo_gap_ev": 6.8, "max_force_ev_per_a": 5.57, "lumo_energy_ev": -2.9354, "e_above_lowest_kcal_mol": 60.9, "homo_ev": -9.76, "total_energy_ha": -1631.60356, "mol_weight_da": 326.12}

Entry 11:
{"formula": "H24NeO12", "method": "ωB97M-V with the def2-TZVPD basis set", "symbols": ["Ne", "O", "O", "O", "O", "O", "O", "O", "O", "O", "O", "O", "O", "H", "H", "H", "H", "H", "H", "H", "H", "H", "H", "H", "H", "H", "H", "H", "H", "H", "H", "H", "H", "H", "H", "H", "H"], "coordinates": [[-15.97, 10.00, -3.11], [-13.03, 9.99, -3.66], [-18.74, 9.38, -1.48], [-18.37, 11.81, -2.38], [-16.85, 6.23, -1.59], [-14.47, 7.40, -2.12], [-12.84, 9.74, -1.01], [-16.66, 10.73, 0.63], [-15.29, 6.15, -4.55], [-17.31, 12.22, -5.54], [-18.67, 9.80, -5.55], [-18.45, 7.40, -3.39], [-14.53, 11.17, -5.63], [-17.01, 11.49, 0.17], [-18.20, 11.83, -3.32], [-12.86, 9.96, -1.94], [-14.24, 8.33, -2.14], [-17.89, 11.48, -5.71], [-14.47, 6.57, -4.78], [-13.04, 10.57, -0.56], [-12.13, 9.97, -3.96], [-18.36, 9.14, -0.64], [-19.54, 9.43, -5.69], [-19.26, 6.93, -3.55], [-16.03, 6.70, -1.73], [-15.73, 10.93, 0.74], [-18.24, 9.18, -4.96], [-16.43, 11.83, -5.51], [-13.51, 10.40, -4.37], [-14.52, 12.04, -6.03], [-14.46, 10.57, -6.38], [-13.62, 6.95, -2.07], [-15.54, 6.55, -3.72], [-16.65, 5.58, -0.92], [-18.62, 8.61, -2.03], [-18.01, 6.90, -2.70], [-18.54, 10.89, -2.19]], "homo_lumo_gap_ev": 9.7, "max_force_ev_per_a": 1.07, "lumo_energy_ev": -0.1177, "e_above_lowest_kcal_mol": 17.9, "homo_ev": -9.82, "total_energy_ha": -1046.23304, "mol_weight_da": 236.36}

Entry 12:
{"formula": "H24O12", "method": "ωB97M-V with the def2-TZVPD basis set", "symbols": ["O", "O", "O", "O", "O", "O", "O", "O", "O", "O", "O", "O", "H", "H", "H", "H", "H", "H", "H", "H", "H", "H", "H", "H", "H", "H", "H", "H", "H", "H", "H", "H", "H", "H", "H", "H"], "coordinates": [[0.46, -0.15, -0.51], [-2.79, -1.20, 0.04], [-1.20, 1.94, 2.37], [-1.92, 2.01, -0.48], [2.28, 1.12, -2.01], [2.03, 1.86, 1.74], [-0.81, -0.87, 1.90], [-1.35, 1.35, -3.51], [3.33, -0.02, 0.41], [2.88, -1.47, 2.68], [-1.14, -1.88, -3.45], [-1.22, -3.39, -0.16], [-0.77, -1.59, 2.53], [-1.02, 1.82, -4.28], [2.44, -0.15, 0.09], [2.58, -1.04, 1.89], [-1.82, 2.94, -0.71], [1.77, 1.93, -1.91], [-2.83, 1.94, -0.19], [-0.21, 0.50, -0.74], [3.89, -0.19, -0.35], [2.33, 1.08, 1.28], [2.68, -0.84, 3.38], [-2.54, -0.77, 0.86], [0.19, -0.45, 0.36], [1.71, 0.44, -1.65], [-2.12, -1.86, -0.09], [-1.11, 1.91, -2.77], [-0.96, -0.98, -3.20], [-2.00, 2.43, 2.58], [-1.14, 1.98, 1.42], [1.97, 1.60, 2.66], [-0.51, -3.24, 0.47], [-1.57, -4.25, 0.08], [-0.38, -2.37, -3.14], [-1.13, -0.13, 2.41]], "s2": 0.750, "charge": -1, "homo_lumo_gap_ev": [2.5, 9.8], "max_force_ev_per_a": 1.35, "lumo_energy_ev": [2.4575, 2.3509], "e_above_lowest_kcal_mol": 27.4, "homo_ev": [-0.03, -7.46], "multiplicity": 2, "total_energy_ha": -917.24991, "mol_weight_da": 216.18}